Formula: C26H23N3O3S
Source: OMol25
Level of theory: wB97M-V/def2-TZVPD

```
56
Properties=species:S:1:pos:R:3:forces:R:3:nbo_charge:R:1
O -4.421859 1.341898 -1.370615 -0.2 0.1 0.2 -0.63
C -3.284415 1.039826 -1.677968 0.1 -0.1 0.0 0.67
N -2.884932 0.886073 -2.961830 0.2 -0.1 -0.3 -0.61
C -3.741901 1.184102 -4.087913 -0.2 0.0 0.0 -0.27
C -3.240625 2.381071 -4.854112 0.0 -0.1 -0.1 0.06
C -2.988546 2.311260 -6.216626 -0.1 0.0 0.1 -0.25
C -2.517854 3.419590 -6.900268 0.0 0.1 -0.1 -0.19
C -2.286852 4.605278 -6.225090 0.0 0.0 -0.1 -0.22
C -2.532641 4.681308 -4.863746 0.0 0.0 0.1 -0.20
C -3.007981 3.576089 -4.182761 0.0 0.0 0.0 -0.24
C -2.214193 0.779335 -0.670410 0.0 0.0 0.3 -0.16
C -2.557462 0.136119 0.512303 -0.1 0.1 -0.2 -0.16
C -1.592931 -0.140472 1.461933 0.2 0.1 0.0 -0.21
C -0.275045 0.242841 1.256708 -0.3 0.3 0.0 0.00
C 0.781683 -0.058437 2.279048 -0.4 0.3 0.2 -0.25
N 1.981520 -0.583678 1.642329 -0.6 -0.8 -0.8 -0.67
C 3.178931 -0.398890 2.329048 1.2 0.2 0.5 0.35
C 4.401432 -0.536024 1.665636 0.1 0.1 0.1 -0.25
C 5.559021 -0.332109 2.389591 -0.1 0.0 0.1 -0.16
C 5.472678 0.023276 3.730855 0.0 0.0 -0.1 -0.27
C 4.212817 0.160970 4.282207 0.3 0.1 0.2 0.05
N 3.093598 -0.048956 3.607981 -0.4 -0.2 -0.3 -0.46
S 1.735499 -2.095143 0.914032 0.0 -0.3 -0.1 2.32
O 2.982277 -2.543531 0.374147 0.1 0.0 0.3 -0.93
O 0.619542 -1.989382 0.027411 -0.1 0.0 0.4 -0.92
C 1.293134 -3.117632 2.314498 0.1 0.3 -0.6 -0.27
C 2.290379 -3.520572 3.180545 0.2 -0.1 0.1 -0.20
C 1.948220 -4.259796 4.300911 0.0 0.1 0.0 -0.21
C 0.619898 -4.579668 4.537932 0.0 0.0 0.0 -0.18
C -0.370554 -4.171142 3.658188 0.0 0.0 0.0 -0.21
C -0.033549 -3.430575 2.536469 -0.1 0.0 -0.1 -0.22
C 0.057348 0.931850 0.096972 -0.1 0.0 0.1 -0.22
C -0.898461 1.188911 -0.865090 -0.1 0.0 0.0 -0.13
H -1.933490 0.617954 -3.155122 -0.1 0.0 0.1 0.40
H -3.810754 0.310450 -4.744329 -0.1 0.1 0.1 0.20
H -4.730721 1.391457 -3.665118 0.1 -0.1 -0.1 0.25
H -3.166083 1.386474 -6.747460 0.0 -0.1 0.0 0.21
H -2.328437 3.355474 -7.961824 0.0 0.0 -0.1 0.21
H -1.917320 5.468914 -6.758027 0.0 0.1 0.0 0.21
H -2.356290 5.605534 -4.333185 0.0 0.1 0.0 0.21
H -3.207870 3.633046 -3.122383 0.0 0.0 0.1 0.22
H -3.586231 -0.153445 0.665322 -0.1 0.0 0.0 0.23
H -1.864715 -0.658800 2.370793 0.0 -0.1 0.1 0.21
H 1.078742 0.857575 2.799335 -0.1 -0.2 -0.1 0.25
H 0.401359 -0.757369 3.034534 0.0 0.2 0.0 0.21
H 4.420192 -0.806866 0.625042 0.1 0.1 -0.1 0.25
H 6.521921 -0.434876 1.911095 0.1 0.0 0.0 0.22
H 6.357380 0.196257 4.322525 0.1 0.0 0.1 0.22
H 4.074978 0.448800 5.316337 0.1 0.0 0.1 0.20
H 3.314288 -3.261076 2.961565 0.2 0.0 0.1 0.24
H 2.714989 -4.584344 4.987531 0.1 0.0 0.0 0.22
H 0.355702 -5.154106 5.413199 0.0 0.0 0.1 0.22
H -1.402232 -4.426970 3.846054 -0.1 0.0 0.0 0.22
H -0.770799 -3.096792 1.822923 -0.2 0.0 0.0 0.25
H 1.079379 1.245207 -0.053814 0.1 0.0 -0.1 0.22
H -0.622165 1.733711 -1.757309 0.0 0.0 -0.1 0.20
```
Positions in Å, forces in eV/Å.

Values from the calculation:
**Energy relative to the best compared isomer or geometry (same formula, charge and spin)**: 0.00 kcal/mol
**Largest force on an atom**: 1.27 eV/Å
**SMILES**: O=C(NCc1ccccc1)c1ccc(CN(c2ccccn2)S(=O)(=O)c2ccccc2)cc1
**HOMO-LUMO gap**: 0.344 Ha
**Energy**: -48783.7620 eV



Formula: C8H12N2O
Source: OMol25
Level of theory: wB97M-V/def2-TZVPD

```
23
Properties=species:S:1:pos:R:3:forces:R:3:nbo_charge:R:1
C 0.180944 2.039976 0.348922 1.7 0.6 0.5 -0.69
C 0.319824 0.579400 0.051313 -3.6 -5.5 -1.0 0.13
N -0.671741 -0.620312 -0.117355 3.1 4.7 1.7 -0.21
N -1.996857 -0.397744 0.046598 1.3 -1.5 0.9 -0.26
C -2.871169 -1.580325 0.402399 3.0 0.0 0.5 -0.41
C -2.585098 0.718112 -0.536294 -1.0 1.3 -3.0 -0.43
C 1.646886 -0.021284 -0.057231 0.1 0.9 0.0 0.22
C 2.108114 -1.286373 -0.238580 0.2 -0.9 -1.0 -0.27
C 3.534772 -1.238127 -0.192700 -2.7 3.1 0.4 -0.29
C 3.878374 0.050134 0.037298 -1.6 -0.6 0.2 0.08
O 2.732446 0.818687 0.100543 0.1 -0.3 0.3 -0.43
H 0.715142 2.234587 1.310436 0.5 -0.3 -0.8 0.25
H -0.713342 2.500487 0.663026 -1.7 -0.3 -0.3 0.23
H 0.628480 2.715349 -0.422050 -0.1 -0.7 0.5 0.24
H -2.884870 -2.227848 -0.445471 -0.5 -0.5 -0.9 0.19
H -2.318294 -2.240354 1.189541 -1.3 1.6 -0.9 0.22
H -3.857931 -1.199236 0.644468 0.1 -0.3 0.4 0.21
H -2.362587 1.666399 0.017393 -1.1 -0.8 -0.5 0.20
H -2.275720 0.921347 -1.671475 0.1 -0.5 2.2 0.18
H -3.618637 0.359576 -0.741784 0.1 1.4 0.8 0.21
H 1.584494 -2.187874 -0.565486 -0.2 0.6 0.5 0.23
H 4.073537 -2.066331 -0.276410 2.6 -3.0 -0.3 0.21
H 4.753233 0.461751 0.452898 0.8 0.7 -0.1 0.20
```
Positions in Å, forces in eV/Å.

Values from the calculation:
**Energy relative to the best compared isomer or geometry (same formula, charge and spin)**: 120.29 kcal/mol
**Largest force on an atom**: 6.66 eV/Å
**SMILES**: C/C(=N\N(C)C)c1ccco1
**HOMO-LUMO gap (alpha / beta)**: 0.270 / 0.270 Ha
**Energy**: -13513.1980 eV



Formula: C14H14BBrF4N8O2Pd
Source: OMol25
Level of theory: wB97M-V/def2-TZVPD

```
45
Properties=species:S:1:pos:R:3:forces:R:3:nbo_charge:R:1
Pd -0.131417 0.818877 -0.708760 -0.1 0.6 0.4 0.38
N 3.019829 -1.385597 -2.721374 -0.1 -0.4 0.0 -0.85
C 2.147665 -0.335587 -2.500123 0.2 0.8 -0.3 0.79
N 0.939443 -0.429410 -3.137086 -0.6 0.3 0.2 -0.85
O 2.519996 0.676203 -1.911810 -0.2 -0.3 0.1 -0.68
H 2.578863 -2.281752 -2.876621 0.0 0.0 0.1 0.39
H 3.717700 -1.439493 -1.997111 0.0 0.0 0.1 0.39
H 0.575864 -1.361495 -3.268139 0.0 0.0 0.1 0.39
H 0.195759 0.204672 -2.766382 0.8 -0.5 -0.5 0.42
N 1.877187 -3.236922 3.246659 -0.1 0.1 -0.2 -0.80
C 1.593805 -2.220024 4.085657 0.2 -0.3 0.0 0.66
O 2.032507 -2.152885 5.229301 -0.1 0.1 0.0 -0.66
C 0.661315 -1.203088 3.509771 0.0 0.3 0.0 -0.19
C -0.339726 -0.654118 4.300195 0.1 -0.1 0.0 -0.14
C -1.235834 0.229270 3.724424 0.0 -0.1 0.1 -0.28
C -1.104441 0.528073 2.374251 0.1 0.1 0.1 0.05
N -0.100168 0.065445 1.634626 0.0 0.1 -0.1 -0.44
C 0.770422 -0.766863 2.190510 0.0 -0.1 0.2 0.08
H 2.510860 -3.958762 3.538260 0.1 0.1 0.1 0.39
H 1.492443 -3.291864 2.310781 0.0 -0.1 0.0 0.44
H -0.392356 -0.932947 5.345287 0.0 0.0 0.0 0.22
H -2.030168 0.672406 4.310888 0.0 0.0 -0.1 0.21
H -1.789573 1.194233 1.859486 0.0 0.0 0.0 0.23
H 1.602733 -1.076263 1.570061 -0.1 -0.1 -0.1 0.23
Br 0.912045 4.979428 -3.507282 -0.1 -0.1 0.0 -0.03
C 0.023021 3.967171 -2.138557 0.1 0.2 0.1 -0.05
C -1.363732 3.846838 -2.180034 -0.1 -0.1 0.0 -0.37
C -1.960187 3.165824 -1.130717 0.0 0.3 -0.1 0.06
N -1.309537 2.712975 -0.054141 -0.2 0.1 0.1 -0.50
C 0.052907 2.803466 -0.056859 0.0 -0.2 0.1 -0.06
C 0.760188 3.457665 -1.102686 -0.1 -0.1 -0.2 -0.30
H -1.950388 4.246563 -2.993297 0.0 0.0 0.0 0.22
H -3.033674 3.007450 -1.141352 0.0 0.0 0.0 0.19
H 0.534599 2.687509 0.912886 0.0 0.0 -0.1 0.19
H 1.834430 3.546164 -1.055118 0.0 0.0 0.0 0.23
F 2.412767 -2.905750 0.189973 0.0 0.1 0.0 -0.59
B 1.090463 -3.097415 -0.306405 0.2 0.1 -0.1 1.34
F 1.168676 -3.777789 -1.535814 0.0 0.0 0.0 -0.58
F 0.402970 -3.865303 0.655804 -0.1 0.0 0.1 -0.58
F 0.464213 -1.857851 -0.482288 0.2 -0.5 0.0 -0.56
N -1.921288 0.258049 -2.202554 -0.3 -0.2 0.1 -0.65
C -3.067679 0.113728 -2.377180 0.4 -0.1 0.1 0.53
N -4.286321 0.007875 -2.767241 -0.1 0.3 -0.7 -0.73
C -5.402602 -0.336818 -2.218845 -0.2 -0.1 0.4 0.47
N -6.473577 -0.621867 -1.851048 0.1 0.0 0.0 -0.58
```
Positions in Å, forces in eV/Å.

Values from the calculation:
**Largest force on an atom**: 1.02 eV/Å
**Net charge**: -2
**HOMO-LUMO gap**: 0.209 Ha
**Energy**: -115839.2839 eV



Formula: C4H16N2O2
Source: OMol25
Level of theory: wB97M-V/def2-TZVPD

```
24
Properties=species:S:1:pos:R:3:forces:R:3:nbo_charge:R:1
C 2.558368 1.201350 -0.632986 -0.3 -0.6 0.4 -0.44
N 1.602081 1.293238 0.508417 -0.1 1.0 -1.5 -0.63
C 0.175518 1.310724 0.053477 0.8 0.2 1.4 -0.24
C -0.191313 0.006981 -0.596093 -0.8 -0.8 -0.8 -0.25
N -1.226978 -0.703064 0.155808 0.1 0.2 0.8 -0.66
C -1.304066 -2.169148 0.033645 -0.2 1.3 -0.3 -0.42
H 2.254321 1.724482 -1.549830 0.1 0.6 0.4 0.18
H 2.668292 0.180323 -0.970066 0.1 -0.5 0.2 0.20
H 3.506195 1.521332 -0.200405 0.1 0.1 -0.6 0.21
H 1.767935 2.258191 0.780922 -0.1 -0.1 0.7 0.36
H -0.369721 1.421790 1.002315 -0.2 0.0 -0.3 0.20
H -0.046777 2.215418 -0.516452 0.0 -0.2 -0.4 0.19
H -0.608167 0.151135 -1.595535 0.2 0.2 -0.2 0.19
H 0.694115 -0.621878 -0.741829 0.1 0.0 0.2 0.18
H -1.209687 -0.393143 1.116262 0.2 -0.3 0.1 0.36
H -1.666687 -2.575749 0.971063 0.0 -0.2 0.0 0.21
H -2.033125 -2.366984 -0.750124 0.1 -0.5 -0.1 0.20
H -0.333680 -2.586656 -0.226487 0.1 -0.3 0.0 0.18
O -3.455304 0.671037 -1.146407 0.1 0.0 0.1 -0.96
H -3.076595 0.208077 -1.905647 -0.1 0.1 0.3 0.46
H -2.913893 0.371136 -0.386936 -0.1 -0.1 -0.6 0.49
O 1.938275 -1.298399 1.774245 0.1 -0.1 0.1 -0.96
H 2.064799 -0.348048 1.600289 -0.3 -0.1 -0.1 0.49
H 1.092320 -1.511587 1.368021 0.1 0.1 0.0 0.45
```
Positions in Å, forces in eV/Å.

Values from the calculation:
**Energy relative to the best compared isomer or geometry (same formula, charge and spin)**: 24.96 kcal/mol
**Largest force on an atom**: 1.82 eV/Å
**SMILES**: CNCCNC.O.O
**HOMO-LUMO gap**: 0.373 Ha
**Energy**: -11481.8892 eV



> Among the records above, which one has the lowest largest force on an atom?

C14H14BBrF4N8O2Pd



> Which formula does entry 2 have?

C8H12N2O



> energy of number 2 (C8H12N2O)?

-13513.1980 eV